No. 1
Formula: C26H29MgN2O4
Source: OMol25
Level of theory: ωB97M-V/def2-TZVPD

Geometry as XYZ:
```
62
Properties=species:S:1:pos:R:3:forces:R:3:nbo_charge:R:1
C 1.265464 2.081573 1.693390 -0.28 0.57 -0.30 -0.558
C 1.712939 2.626740 0.425568 -0.11 1.48 0.79 -0.441
C 0.597162 3.269141 -0.205769 0.43 -0.59 0.89 -0.313
H 2.751401 2.682919 0.088482 -0.56 -0.03 0.25 0.233
C -0.563559 2.981167 0.551052 0.69 -0.18 0.69 -0.325
C -0.176351 2.202187 1.689263 0.13 0.99 0.38 -0.415
H -0.861748 1.844264 2.469970 0.46 0.18 -0.47 0.223
H 1.890028 1.469561 2.380699 -0.53 0.70 -0.40 0.224
H 0.651899 3.973370 -1.038170 0.04 -0.60 0.05 0.208
H -1.559734 3.393117 0.362108 0.35 -0.43 0.04 0.205
C 1.546296 0.744435 -2.865176 0.54 -0.23 0.33 -0.364
C 2.617177 0.876737 -1.939805 -0.42 -0.45 -0.40 -0.346
C 2.700390 -0.333855 -1.181883 -0.31 0.39 0.05 -0.512
H 3.273418 1.741239 -1.839172 -0.22 -0.25 -0.04 0.188
C 1.687319 -1.215481 -1.671003 -0.26 0.32 -0.26 -0.368
C 0.969325 -0.542618 -2.696433 0.64 -0.08 0.29 -0.348
H 0.163943 -0.958425 -3.301172 0.14 0.12 0.29 0.195
H 1.248991 1.477441 -3.615549 0.03 -0.10 0.29 0.186
H 3.434855 -0.584796 -0.409045 -0.23 0.11 -0.42 0.221
H 1.540012 -2.248073 -1.342923 -0.03 0.48 -0.05 0.207
Mg 0.866791 0.527753 0.422947 -0.23 -1.06 -3.28 1.829
O -1.583322 1.262407 -2.695315 0.45 0.86 -0.19 -0.455
C -1.589245 2.639693 -3.164963 -1.04 -1.28 0.62 -0.112
C -2.804644 1.940241 -2.595874 0.80 1.46 0.09 0.041
H -0.991485 3.270471 -2.529635 0.00 0.26 0.06 0.205
H -1.606134 2.846071 -4.238647 0.29 -0.42 0.22 0.178
H -3.141119 2.306395 -1.625279 0.15 -0.46 0.13 0.189
H -5.550944 2.011467 -2.342271 0.08 -0.15 -0.40 0.211
C -5.206904 1.526494 -3.262368 1.23 -0.17 -0.01 -0.206
C -3.818584 1.420279 -3.510353 -0.70 -0.28 -0.88 -0.052
C -3.329802 0.770821 -4.664387 -1.07 -0.28 0.49 -0.197
H -2.259684 0.670582 -4.813508 -0.18 0.03 0.06 0.238
C -4.231935 0.155047 -5.528662 -0.21 0.65 0.18 -0.210
H -3.829335 -0.374591 -6.385727 -0.27 -0.03 -0.01 0.209
C -5.611189 0.290538 -5.311565 0.12 -0.10 0.16 -0.230
H -6.306198 -0.150761 -6.039835 0.23 0.23 0.48 0.206
C -6.086946 0.963732 -4.166851 -0.04 -0.25 -0.98 -0.219
H -7.156942 1.069727 -4.024057 0.05 -0.10 0.05 0.205
C 3.022405 -0.406912 4.012980 0.38 0.11 -0.06 -0.627
C 1.654800 -1.041027 4.216364 -0.79 -0.11 -0.05 -0.384
C 1.348756 -2.319102 3.354039 0.34 -0.45 -0.08 -0.244
C 2.160287 -3.569634 3.762840 -0.66 -0.13 0.08 -0.386
C 3.665854 -3.456738 3.608788 0.33 0.07 -0.16 -0.634
C -0.162468 -2.624541 3.502608 -0.63 -0.27 0.29 0.728
O -0.633787 -3.316219 4.391295 0.59 0.53 -0.53 -0.593
N -1.030981 -2.035701 2.573047 -0.52 -0.15 0.63 -0.665
C -0.620695 -1.168793 1.593339 1.17 1.03 -0.68 0.767
O -1.356966 -0.315973 1.037010 0.85 -1.70 0.80 -0.682
N 0.698613 -1.242845 1.266636 -1.09 0.34 0.08 -0.898
C 1.649881 -1.991570 1.882063 -0.42 0.42 -0.37 0.706
O 2.687187 -2.236704 1.288244 -0.36 -0.17 0.58 -0.595
H 3.774462 -0.875576 4.660020 -0.14 0.22 -0.25 0.208
H 2.976759 0.664336 4.261477 0.06 -0.33 -0.07 0.216
H 3.358811 -0.511927 2.969502 -0.02 0.14 0.36 0.230
H 1.507311 -1.303706 5.273836 -0.01 -0.05 -0.24 0.215
H 0.881522 -0.287336 3.984772 0.18 -0.25 0.00 0.212
H 1.882620 -3.863740 4.783543 -0.03 0.06 -0.22 0.214
H 1.812205 -4.367346 3.090548 0.04 0.03 0.24 0.207
H 4.125596 -2.880727 4.414832 0.01 -0.20 -0.03 0.187
H 4.096189 -4.461337 3.589747 0.06 0.08 0.17 0.202
H 3.878715 -2.979286 2.646396 0.23 -0.25 0.50 0.264
H -2.028683 -2.034607 2.757996 0.27 -0.26 0.24 0.420
```
Positions in Å, forces in eV/Å.

Summary:
* LUMO: 2.718 eV
* DFT total energy: -1618.77171 a.u.
* total charge: -1
* HOMO energy: -0.1279 Ha

=====

No. 2
Formula: C21H18F2N6O
Source: OMol25
Level of theory: ωB97M-V/def2-TZVPD

Geometry as XYZ:
```
48
Properties=species:S:1:pos:R:3:forces:R:3:nbo_charge:R:1
C -4.390844 1.359901 3.323262 1.16 0.44 0.19 -0.643
C -4.684400 2.001875 1.974770 0.59 -0.64 0.21 0.109
C -5.002230 0.926808 0.935986 -0.27 0.57 -0.44 -0.641
O -3.611785 2.895592 1.551273 -0.62 -0.05 -0.33 -0.530
C -2.347904 2.380467 1.365782 -0.09 0.12 1.33 0.299
C -1.453586 2.521732 2.447894 1.10 -0.87 -0.79 -0.252
C -0.175348 1.970612 2.359241 -0.12 -0.15 -0.94 -0.158
C 0.249468 1.320882 1.168536 -0.74 0.61 0.24 -0.139
C 1.643954 0.882648 1.028266 0.55 0.10 0.84 0.187
N 2.683174 1.626273 1.625241 -0.09 -1.31 -1.07 -0.456
C 3.800021 1.049689 1.204838 -1.95 -0.38 -0.68 0.195
N 3.518295 -0.019854 0.362890 1.58 -0.60 -0.39 -0.333
C 4.531804 -0.841739 -0.377525 0.32 0.50 1.12 -0.274
C 4.882277 -0.336010 -1.788717 -0.79 -0.12 -0.23 0.554
F 5.610922 -1.296134 -2.451502 -0.36 0.37 0.55 -0.340
F 5.647572 0.782743 -1.727763 0.18 0.01 0.28 -0.341
C 2.138637 -0.198441 0.321681 0.13 1.23 0.18 0.021
C 1.382523 -1.199731 -0.457785 -0.50 -0.76 -0.93 0.178
C 0.216015 -1.906264 0.064134 0.60 0.59 0.18 -0.207
C -0.559782 -2.662889 -0.738133 1.43 0.53 -0.91 -0.172
C -0.111059 -2.830357 -2.089118 -0.20 -0.15 0.24 0.301
N -0.586989 -3.581770 -3.045395 0.23 -0.21 -1.93 -0.441
C 0.284773 -3.404491 -4.123445 -0.92 -0.76 1.22 0.002
C 1.317163 -2.593126 -3.751039 0.21 0.29 -1.02 -0.027
C 2.365739 -2.140634 -4.583061 -0.04 -0.06 -0.18 0.242
N 3.098153 -1.890151 -5.431331 0.32 0.20 0.09 -0.270
N 1.050858 -2.196397 -2.489665 -0.61 0.08 2.33 -0.136
N 1.753940 -1.385412 -1.703489 1.11 0.91 0.16 -0.231
C -0.646643 1.264935 0.084344 -0.03 0.43 0.27 -0.135
C -1.940746 1.793070 0.176567 -0.08 -0.24 0.16 -0.285
H -3.987781 2.069912 4.068565 0.06 -0.16 -0.56 0.220
H -3.685329 0.536431 3.182032 0.07 0.08 0.24 0.206
H -5.262457 0.974171 3.800059 -0.92 -0.46 0.01 0.218
H -5.551656 2.624709 2.112741 -0.14 0.64 -0.28 0.189
H -5.085169 1.405598 -0.072055 -0.19 -0.54 0.77 0.220
H -4.225037 0.166953 0.899659 0.17 -0.01 -0.03 0.208
H -5.937121 0.413607 1.228782 0.32 0.33 -0.33 0.220
H -1.660864 3.043587 3.361864 -0.69 0.18 0.08 0.226
H 0.525443 2.077753 3.184790 -0.11 -0.04 -0.20 0.229
H 4.787249 1.400432 1.469628 0.05 -0.31 -0.24 0.216
H 4.188298 -1.877836 -0.410055 -0.03 0.21 -0.20 0.236
H 5.465248 -0.825252 0.230376 -0.57 -0.01 -0.45 0.230
H 3.992252 -0.079394 -2.383142 0.26 -0.30 0.14 0.157
H -0.009627 -1.831850 1.110296 -0.09 0.29 0.29 0.239
H -1.433503 -3.146094 -0.388821 -0.65 -0.51 0.14 0.245
H 0.199250 -3.892456 -5.091540 -0.25 0.09 0.43 0.230
H -0.326092 0.900882 -0.886193 0.10 -0.14 0.15 0.205
H -2.657076 1.745023 -0.653719 0.48 0.02 0.32 0.228
```
Positions in Å, forces in eV/Å.

Summary:
* structure (SMILES): CC(C)Oc1ccc(-c2ncn(CC(F)F)c2-c2ccc3ncc(C#N)n3n2)cc1
* LUMO: -0.601 eV
* DFT total energy: -1414.51651 a.u.
* total charge: 0
* HOMO energy: -0.3092 Ha

=====

No. 3
Formula: C32H29CoN4O3S3Se
Source: OMol25
Level of theory: ωB97M-V/def2-TZVPD

Geometry as XYZ:
```
73
Properties=species:S:1:pos:R:3:forces:R:3:lowdin_charge:R:1
Co -0.354419 -0.032163 0.024758 2.91 0.59 -1.00 0.444
C -1.173688 3.233363 0.734298 0.04 -0.14 0.22 -0.470
C -1.112068 3.403158 -0.774128 -0.01 -0.28 -0.12 -0.445
S -1.072809 1.861624 -1.767675 0.51 -0.02 -0.05 0.917
C 0.346245 2.213859 -2.879472 -0.54 -0.05 0.42 -0.488
C 1.699773 2.399240 -2.216378 0.22 -0.44 0.34 -0.476
S 2.117805 1.088204 -0.994687 -0.06 0.38 -0.04 0.877
C 2.682163 2.098440 0.421199 -0.14 -0.28 -0.46 -0.501
C 1.657782 3.031549 1.040094 -0.47 -0.33 0.20 -0.460
S 0.093541 2.187255 1.530184 0.05 -0.05 -0.61 0.932
H -1.125642 4.215819 1.205338 -0.02 0.01 0.00 0.094
H -2.109729 2.753877 1.022313 0.07 0.06 0.04 0.063
H -2.015656 3.932482 -1.079110 0.11 0.11 0.01 0.090
H -0.246873 3.988946 -1.082925 -0.07 0.06 0.01 0.066
H 0.365490 1.356547 -3.551760 -0.01 0.04 -0.11 0.069
H 0.095239 3.107829 -3.454108 0.07 -0.13 -0.12 0.089
H 2.475972 2.380367 -2.981765 -0.03 0.12 0.02 0.082
H 1.760878 3.350231 -1.694641 0.01 0.08 -0.02 0.064
H 3.006327 1.350165 1.142909 0.12 0.02 0.07 0.064
H 3.553840 2.665804 0.091686 0.04 -0.03 0.14 0.088
H 2.087286 3.462503 1.945348 -0.04 0.08 -0.06 0.085
H 1.389572 3.845062 0.370410 0.04 0.05 0.00 0.066
Se 3.405304 -6.650023 -0.521478 -0.15 0.18 0.03 1.199
N 3.313314 -5.405489 0.709020 0.02 0.73 0.90 -0.234
C 2.513175 -4.440417 0.297684 0.51 -1.16 -0.37 -0.325
C 2.196309 -3.262082 1.053805 -0.30 0.78 0.22 -0.068
C 2.657104 -3.043887 2.355000 -0.25 0.32 -0.15 0.043
C 2.265258 -1.892578 3.006836 0.12 -0.19 -0.16 -0.002
C 1.454039 -0.977696 2.342280 -0.02 0.11 0.08 -0.091
N 1.026873 -1.161122 1.102860 -0.59 0.02 -0.29 0.054
C 1.367292 -2.292663 0.458431 0.54 -0.30 0.74 -0.131
C 0.822572 -2.488810 -0.864956 -0.04 -0.53 -0.73 -0.128
N 0.040991 -1.510965 -1.361271 -0.58 0.25 0.90 0.062
C -0.513369 -1.675854 -2.551957 -0.10 0.10 -0.15 -0.075
C -0.318696 -2.816888 -3.325605 0.21 -0.08 0.12 -0.002
C 0.493675 -3.824211 -2.846487 -0.11 0.29 0.11 0.042
C 1.081737 -3.668338 -1.590613 -0.40 0.77 -0.07 -0.068
C 1.949190 -4.649437 -1.000271 0.74 -1.08 0.18 -0.325
N 2.310064 -5.779948 -1.577586 -0.68 0.50 -0.83 -0.235
H 3.296738 -3.778820 2.814880 0.07 -0.10 0.10 0.127
H 2.577200 -1.692970 4.018073 0.03 0.06 0.12 0.120
H 1.133485 -0.067361 2.829072 -0.06 0.02 0.05 0.098
H -1.138911 -0.867314 -2.903035 -0.12 0.02 0.02 0.112
H -0.798751 -2.899053 -4.285671 -0.08 0.02 -0.12 0.119
H 0.688052 -4.725030 -3.406905 -0.02 -0.09 -0.08 0.128
O -1.733169 -1.824714 1.050454 -0.31 -0.69 -0.01 -0.065
C -3.021783 -1.408723 1.481696 -0.13 1.33 0.03 -0.289
C -3.043144 0.163369 1.215887 -0.26 -1.58 0.55 -0.551
O -3.916788 0.859473 1.672638 -0.34 0.52 0.16 0.088
O -2.092300 0.536310 0.481157 -0.24 0.94 -0.60 -0.198
C -4.119374 -1.943708 0.575509 -0.08 -0.34 -0.18 -0.109
C -3.843425 -2.890268 -0.409852 0.04 0.03 0.12 -0.030
C -4.829235 -3.320967 -1.283712 -0.04 -0.07 -0.09 -0.082
C -6.110663 -2.805808 -1.206150 0.11 -0.02 -0.07 -0.083
C -6.392570 -1.851066 -0.245228 -0.03 -0.01 0.01 -0.058
C -5.412627 -1.427505 0.634473 -0.02 -0.01 0.10 -0.011
C -3.163554 -1.626162 2.978554 0.08 -0.28 0.17 -0.112
C -4.202164 -1.066907 3.717631 -0.09 -0.05 0.02 -0.017
C -4.253653 -1.218036 5.092709 0.02 -0.04 0.02 -0.062
C -3.278040 -1.937076 5.759897 0.12 -0.03 -0.01 -0.087
C -2.242335 -2.502730 5.036277 0.02 -0.02 0.14 -0.085
C -2.180303 -2.339164 3.663547 -0.06 0.01 -0.14 -0.033
H -1.758773 -2.776493 0.903674 -0.04 -0.08 0.13 0.093
H -2.851833 -3.307900 -0.537906 0.04 0.01 0.02 0.098
H -4.586402 -4.054129 -2.039719 0.01 -0.07 -0.04 0.102
H -6.870105 -3.128089 -1.901341 -0.09 -0.04 -0.05 0.104
H -7.379797 -1.415854 -0.193025 -0.06 0.02 0.06 0.110
H -5.646511 -0.651143 1.342831 -0.02 0.03 0.04 0.102
H -4.951219 -0.464794 3.236979 -0.07 0.00 -0.05 0.098
H -5.054891 -0.757211 5.649786 -0.10 0.04 0.02 0.107
H -3.308917 -2.039455 6.832847 -0.05 -0.04 0.13 0.102
H -1.470690 -3.067109 5.542234 0.03 -0.02 0.03 0.101
H -1.339682 -2.757264 3.128809 0.01 -0.04 -0.04 0.098
```
Positions in Å, forces in eV/Å.

Summary:
* LUMO (alpha / beta): -3.765 / -3.778 eV
* DFT total energy: -6660.16118 a.u.
* total charge: +1
* ⟨S²⟩: 0.76
* HOMO energy (alpha / beta): -0.3893 / -0.3889 Ha
* spin multiplicity: 2